# 1
C25H41AsN2OPdS2Si3 as an isolated structure at a distorted geometry, computed with the ωB97M-V functional and the def2-TZVPD basis.

```
76
Properties=species:S:1:pos:R:3
Pd 0.016 -0.943 -0.582
C -1.086 -4.409 2.447
C -1.285 -3.380 1.374
N -0.155 -2.669 0.884
N 0.930 -2.998 1.454
C 2.100 -2.394 0.958
S 2.204 -1.437 -0.395
S 3.514 -2.866 1.822
C 4.331 -1.256 2.242
C 3.603 -0.575 3.355
C 3.654 -1.082 4.651
C 2.976 -0.445 5.676
C 2.237 0.702 5.414
C 2.172 1.205 4.123
C 2.848 0.564 3.094
C -2.531 -3.120 0.857
C -3.695 -3.646 1.560
C -4.935 -3.541 1.058
C -5.164 -2.932 -0.232
C -4.151 -2.403 -0.945
C -2.790 -2.425 -0.450
O -1.869 -1.952 -1.148
H -0.036 -4.636 2.589
H -1.475 -4.050 3.401
H -1.619 -5.319 2.183
H 5.338 -1.563 2.522
H 4.391 -0.651 1.341
H 4.228 -1.977 4.861
H 3.029 -0.837 6.682
H 1.715 1.202 6.217
H 1.607 2.105 3.922
H 2.811 0.963 2.086
H -3.554 -4.101 2.529
H -5.780 -3.918 1.616
H -6.175 -2.903 -0.619
H -4.303 -1.956 -1.918
C 1.826 3.957 -2.432
Si 2.185 2.182 -2.009
C 3.149 2.049 -0.419
C 2.864 1.120 -3.380
As 0.014 1.206 -1.580
Si -1.040 0.708 -3.721
C -0.742 2.254 -4.721
C -2.840 0.342 -3.452
C -0.124 -0.818 -4.298
Si -1.330 2.108 0.240
C -3.101 1.899 -0.284
C -0.784 3.876 0.413
C -0.950 1.056 1.742
H 2.759 4.525 -2.458
H 1.189 4.412 -1.672
H 1.343 4.073 -3.402
H 4.168 2.407 -0.589
H 3.221 1.024 -0.065
H 2.709 2.665 0.367
H 3.893 1.415 -3.602
H 2.289 1.219 -4.299
H 2.878 0.066 -3.095
H -0.962 3.151 -4.138
H -1.398 2.268 -5.593
H 0.285 2.322 -5.080
H -3.421 1.210 -3.143
H -2.968 -0.454 -2.721
H -3.248 -0.007 -4.405
H 0.687 -0.582 -4.988
H -0.818 -1.482 -4.818
H 0.297 -1.380 -3.461
H -3.349 2.500 -1.159
H -3.754 2.222 0.531
H -3.331 0.856 -0.507
H -0.932 4.430 -0.514
H 0.268 3.950 0.693
H -1.374 4.370 1.188
H -1.584 0.164 1.751
H -1.171 1.618 2.652
H 0.092 0.742 1.801
```

Calculated values
* charge: +2
* LUMO energy (spin up / spin down): -8.82 / -8.82 eV
* HOMO-LUMO gap (spin up / spin down): 5.1 / 5.1 eV
* molecular weight: 715.35 g/mol
* largest force on an atom: 1.5 eV/Å

# 2
C2H16O8V as an isolated structure at a distorted geometry, computed with the ωB97M-V functional and the def2-TZVPD basis.

```
27
Properties=species:S:1:pos:R:3
V -0.459 -0.591 0.410
O 0.314 0.156 -1.486
C 0.190 1.561 -1.545
C -0.786 2.021 -2.571
O -0.969 3.414 -2.499
H 1.186 1.932 -1.645
H -0.054 1.918 -0.469
H -1.690 1.433 -2.609
H -0.258 1.811 -3.552
O 0.470 0.882 1.922
H 0.706 0.511 2.773
H 1.017 1.676 1.875
O 1.437 -1.653 1.207
H 1.592 -1.516 2.197
H 1.316 -2.592 1.133
O -2.098 0.767 1.010
H -2.803 0.496 1.582
H -2.332 1.419 0.360
O 2.869 0.058 -0.650
H 3.368 -0.395 -1.322
H 1.997 0.202 -1.080
O -1.391 -1.568 2.058
H -1.467 -0.935 2.786
H -1.041 -2.300 2.600
O -0.473 -2.516 -0.647
H -0.168 -2.765 -1.485
H -0.471 -3.425 -0.351
```

Calculated values
* LUMO energy (spin up / spin down): -1.98 / -2.01 eV
* HOMO-LUMO gap (spin up / spin down): 2.2 / 2.2 eV
* <S²>: 3.7575
* molecular weight: 219.09 g/mol
* largest force on an atom: 4.2 eV/Å
* multiplicity: 4

# 3
A 2-piece molecular cluster, C30H27BF6O3S overall at a distorted geometry, computed with the ωB97M-V functional and the def2-TZVPD basis.

```
68
Properties=species:S:1:pos:R:3
C 0.305 -6.168 -2.151
C -0.170 -4.776 -2.009
C -0.299 -3.831 -3.019
C -0.955 -2.642 -2.604
C -1.164 -2.601 -1.227
B 1.845 0.055 -0.153
C -1.881 -1.606 -0.508
C -2.231 -1.895 0.830
C -3.453 -1.462 1.292
C -3.866 -1.951 2.654
F -5.047 -1.415 3.062
F -4.002 -3.318 2.696
F -2.902 -1.621 3.580
C -4.267 -0.628 0.520
C -3.777 -0.149 -0.700
C -4.612 0.744 -1.580
F -3.875 1.315 -2.593
F -5.631 0.062 -2.187
F -5.171 1.776 -0.867
C -2.548 -0.548 -1.173
O 2.529 -0.992 0.489
C 3.388 -1.630 -0.462
C 3.149 -0.892 -1.791
O 2.227 0.216 -1.465
S -0.647 -4.115 -0.495
H -0.102 -6.652 -3.041
H 1.391 -6.202 -2.246
H -0.003 -6.774 -1.297
H 0.054 -4.034 -4.017
H -1.265 -1.819 -3.245
H -1.599 -2.572 1.405
H -5.246 -0.358 0.882
H -2.181 -0.150 -2.111
H 4.443 -1.574 -0.141
H 3.107 -2.702 -0.553
H 4.056 -0.439 -2.233
H 2.673 -1.575 -2.535
C 5.687 1.991 3.847
O 4.656 0.987 4.071
C 3.453 1.172 3.460
C 2.462 0.208 3.727
C 1.348 0.106 2.930
C 1.210 0.955 1.806
C 0.449 0.571 0.534
C -0.183 1.805 -0.136
C -1.487 2.318 0.075
C -1.979 3.403 -0.665
C -1.169 4.038 -1.617
C -1.575 5.246 -2.423
C 0.117 3.541 -1.817
C 0.631 2.537 -1.006
C 2.019 2.106 1.765
C 3.180 2.183 2.508
H 6.471 1.630 4.513
H 6.041 1.999 2.797
H 5.341 2.997 4.156
H 2.704 -0.525 4.480
H 0.579 -0.639 3.131
H -0.276 -0.238 0.685
H -2.121 1.901 0.861
H -2.985 3.800 -0.488
H -0.783 5.431 -3.161
H -2.530 5.102 -2.944
H -1.656 6.153 -1.808
H 0.744 4.008 -2.577
H 1.686 2.307 -1.044
H 1.768 2.884 1.051
H 3.925 2.944 2.275
```

Calculated values
* LUMO energy: -0.38 eV
* SMILES string: Cc1ccc(-c2cc(C(F)(F)F)cc(C(F)(F)F)c2)s1.COc1ccc([C@H](B2OCCO2)c2ccc(C)cc2)cc1
* HOMO-LUMO gap: 7.3 eV
* molecular weight: 592.41 g/mol
* largest force on an atom: 2.6 eV/Å